No. 1
{
  "formula": "C15H22ClNO2",
  "method": "ωB97M-V with the def2-TZVPD basis set",
  "symbols": ["Cl", "C", "C", "C", "C", "C", "C", "H", "O", "C", "C", "C", "C", "C", "N", "C", "C", "H", "O", "C", "C", "H", "H", "H", "H", "H", "H", "H", "H", "H", "H", "H", "H", "H", "H", "H", "H", "H", "H", "H", "H"],
  "positions_angstrom": [[6.145, 2.700, 0.917], [5.401, 1.360, 0.119], [5.632, 1.155, -1.233], [5.026, 0.075, -1.846], [4.204, -0.787, -1.141], [3.976, -0.574, 0.216], [4.586, 0.515, 0.844], [4.409, 0.673, 1.895], [3.215, -1.350, 1.027], [2.456, -2.412, 0.484], [1.200, -1.930, -0.246], [0.251, -1.199, 0.701], [-0.980, -0.666, -0.027], [-1.918, 0.067, 0.931], [-3.208, 0.343, 0.324], [-3.154, 1.414, -0.658], [-4.528, 1.569, -1.310], [-4.530, 2.405, -2.012], [-5.525, 1.850, -0.356], [-5.571, 0.832, 0.614], [-4.222, 0.665, 1.314], [-4.288, -0.153, 2.034], [-3.979, 1.597, 1.856], [-6.343, 1.123, 1.329], [-5.849, -0.122, 0.141], [-4.777, 0.639, -1.844], [-2.424, 1.162, -1.427], [-2.863, 2.372, -0.191], [-1.433, 0.989, 1.297], [-2.100, -0.578, 1.795], [-0.657, 0.004, -0.825], [-1.529, -1.492, -0.482], [0.787, -0.369, 1.168], [-0.061, -1.881, 1.495], [1.485, -1.258, -1.058], [0.699, -2.797, -0.681], [2.170, -3.010, 1.353], [3.075, -3.035, -0.174], [3.754, -1.619, -1.659], [5.196, -0.102, -2.898], [6.270, 1.825, -1.785]],
  "homo_lumo_gap_ev": 9.57,
  "homo_energy_ha": -0.3214,
  "fmax_ev_per_a": 0.58,
  "e_lumo_ev": 0.82
}

No. 2
{
  "formula": "C46H119BMnO23",
  "method": "ωB97M-V with the def2-TZVPD basis set",
  "symbols": ["Mn", "C", "C", "O", "H", "H", "H", "H", "H", "B", "H", "H", "H", "H", "C", "O", "C", "C", "O", "C", "H", "H", "H", "H", "H", "H", "H", "H", "H", "H", "C", "O", "C", "C", "O", "C", "H", "H", "H", "H", "H", "H", "H", "H", "H", "H", "C", "O", "C", "C", "O", "C", "H", "H", "H", "H", "H", "H", "H", "H", "H", "H", "C", "O", "C", "C", "O", "C", "H", "H", "H", "H", "H", "H", "H", "H", "H", "H", "C", "O", "C", "C", "O", "C", "H", "H", "H", "H", "H", "H", "H", "H", "H", "H", "C", "O", "C", "C", "O", "C", "H", "H", "H", "H", "H", "H", "H", "H", "H", "H", "C", "O", "C", "C", "O", "C", "H", "H", "H", "H", "H", "H", "H", "H", "H", "H", "C", "O", "C", "C", "O", "C", "H", "H", "H", "H", "H", "H", "H", "H", "H", "H", "C", "O", "C", "C", "O", "C", "H", "H", "H", "H", "H", "H", "H", "H", "H", "H", "C", "O", "C", "C", "O", "C", "H", "H", "H", "H", "H", "H", "H", "H", "H", "H", "C", "O", "C", "C", "O", "C", "H", "H", "H", "H", "H", "H", "H", "H", "H", "H"],
  "positions_angstrom": [[-10.192, 27.632, -30.883], [-10.722, 31.420, -28.577], [-9.627, 30.454, -28.962], [-10.027, 29.583, -30.031], [-10.416, 32.055, -27.746], [-11.650, 30.939, -28.269], [-10.988, 32.071, -29.410], [-9.295, 29.904, -28.081], [-8.821, 31.116, -29.277], [-12.082, 27.342, -31.758], [-12.133, 28.119, -31.011], [-12.963, 27.208, -32.366], [-11.246, 27.565, -32.403], [-11.819, 26.458, -31.197], [-6.673, 25.663, -23.434], [-8.039, 25.220, -23.497], [-8.783, 25.724, -24.573], [-8.932, 27.246, -24.677], [-8.071, 27.874, -25.580], [-8.101, 29.332, -25.629], [-6.675, 26.741, -23.270], [-6.154, 25.471, -24.373], [-6.091, 25.164, -22.660], [-9.732, 25.188, -24.557], [-8.327, 25.440, -25.522], [-8.824, 27.689, -23.686], [-9.985, 27.377, -24.926], [-7.349, 29.691, -26.333], [-7.824, 29.739, -24.656], [-9.073, 29.802, -25.776], [-11.503, 35.507, -28.921], [-11.203, 35.826, -30.273], [-12.245, 36.494, -31.028], [-13.351, 35.619, -31.549], [-14.156, 35.387, -30.404], [-15.160, 34.340, -30.655], [-11.802, 36.386, -28.351], [-10.622, 35.296, -28.316], [-12.204, 34.680, -28.802], [-11.665, 36.979, -31.813], [-12.620, 37.343, -30.457], [-12.865, 34.716, -31.918], [-13.929, 36.067, -32.358], [-14.713, 33.436, -31.067], [-15.973, 34.645, -31.313], [-15.672, 34.122, -29.718], [-4.755, 32.436, -32.251], [-4.714, 31.233, -31.458], [-5.670, 31.105, -30.474], [-5.462, 32.088, -29.309], [-4.323, 31.846, -28.447], [-3.025, 31.760, -29.075], [-3.996, 33.142, -31.913], [-5.706, 32.968, -32.284], [-4.498, 32.080, -33.249], [-5.447, 30.095, -30.130], [-6.688, 31.050, -30.859], [-6.340, 31.961, -28.676], [-5.355, 33.116, -29.657], [-2.813, 32.616, -29.715], [-3.010, 30.878, -29.715], [-2.176, 31.683, -28.395], [-6.893, 27.251, -30.329], [-8.257, 27.315, -29.789], [-8.500, 26.271, -28.814], [-9.829, 26.557, -28.130], [-10.873, 26.748, -29.092], [-12.115, 26.944, -28.465], [-6.871, 26.350, -30.942], [-6.151, 27.254, -29.531], [-6.547, 28.088, -30.936], [-7.776, 26.292, -27.999], [-8.541, 25.278, -29.260], [-9.695, 27.468, -27.546], [-10.059, 25.704, -27.493], [-12.009, 27.891, -27.935], [-12.346, 26.095, -27.821], [-12.908, 27.080, -29.200], [-9.869, 24.339, -31.271], [-9.378, 25.621, -31.731], [-9.022, 25.631, -33.100], [-8.265, 26.947, -33.348], [-8.881, 27.965, -32.612], [-8.349, 29.247, -33.017], [-10.713, 23.995, -31.870], [-10.096, 24.447, -30.210], [-9.135, 23.535, -31.316], [-9.995, 25.684, -33.589], [-8.555, 24.722, -33.482], [-8.248, 27.126, -34.423], [-7.227, 26.927, -33.018], [-8.850, 30.091, -32.544], [-8.490, 29.432, -34.082], [-7.295, 29.276, -32.739], [-15.384, 28.659, -31.005], [-16.500, 29.210, -30.271], [-16.022, 30.319, -29.457], [-15.115, 29.872, -28.296], [-15.594, 28.726, -27.584], [-16.865, 28.919, -26.903], [-15.041, 29.342, -31.782], [-15.748, 27.788, -31.550], [-14.497, 28.402, -30.427], [-16.899, 30.779, -29.001], [-15.483, 31.056, -30.051], [-14.860, 30.659, -27.586], [-14.131, 29.594, -28.673], [-17.146, 28.037, -26.329], [-17.634, 29.195, -27.624], [-16.683, 29.732, -26.200], [-7.833, 34.366, -30.376], [-7.332, 35.129, -31.468], [-8.230, 35.195, -32.620], [-7.493, 35.556, -33.934], [-6.665, 34.443, -34.319], [-7.153, 33.688, -35.432], [-7.819, 33.302, -30.611], [-8.825, 34.794, -30.232], [-7.316, 34.620, -29.451], [-9.078, 35.819, -32.340], [-8.827, 34.288, -32.716], [-6.953, 36.503, -33.954], [-8.376, 35.630, -34.568], [-7.911, 32.981, -35.095], [-6.454, 33.016, -35.931], [-7.628, 34.298, -36.201], [-11.249, 32.110, -33.177], [-11.976, 31.368, -34.141], [-12.229, 30.043, -33.739], [-12.968, 29.262, -34.837], [-12.427, 29.253, -36.197], [-11.163, 28.652, -36.369], [-10.217, 31.788, -33.039], [-11.741, 32.068, -32.205], [-11.106, 33.139, -33.505], [-12.818, 30.002, -32.823], [-11.313, 29.460, -33.641], [-13.964, 29.702, -34.795], [-13.102, 28.246, -34.466], [-10.358, 29.373, -36.513], [-11.160, 28.001, -37.244], [-10.991, 27.924, -35.576], [-18.735, 31.597, -26.119], [-17.511, 32.015, -26.562], [-16.985, 32.937, -25.532], [-15.803, 33.749, -26.083], [-14.626, 32.950, -25.870], [-13.450, 33.330, -26.577], [-19.287, 31.111, -26.924], [-19.399, 32.370, -25.733], [-18.473, 30.908, -25.316], [-16.570, 32.483, -24.632], [-17.745, 33.659, -25.233], [-15.761, 34.742, -25.634], [-16.045, 33.914, -27.133], [-13.557, 34.228, -27.187], [-13.052, 32.600, -27.281], [-12.654, 33.545, -25.864], [-12.853, 29.654, -25.118], [-12.733, 28.356, -24.605], [-13.716, 27.456, -25.087], [-13.472, 26.042, -24.569], [-12.240, 25.525, -25.049], [-12.200, 24.117, -25.328], [-12.443, 29.683, -26.128], [-12.247, 30.277, -24.460], [-13.906, 29.934, -25.135], [-13.642, 27.362, -26.170], [-14.725, 27.650, -24.723], [-14.315, 25.394, -24.810], [-13.488, 26.018, -23.479], [-11.207, 23.741, -25.576], [-12.805, 23.894, -26.207], [-12.509, 23.492, -24.490], [-5.523, 32.210, -25.441], [-5.525, 32.462, -23.974], [-6.357, 33.530, -23.516], [-7.849, 33.109, -23.367], [-8.484, 33.049, -24.680], [-9.805, 32.386, -24.511], [-4.620, 31.645, -25.671], [-5.496, 33.045, -26.141], [-6.437, 31.715, -25.771], [-6.201, 34.390, -24.167], [-5.933, 33.794, -22.547], [-8.419, 33.764, -22.709], [-7.829, 32.143, -22.863], [-10.438, 32.620, -25.367], [-10.370, 32.690, -23.630], [-9.703, 31.304, -24.432]],
  "multiplicity": 6,
  "homo_lumo_gap_ev": [7.66, 7.77],
  "s_squared": 8.754,
  "homo_energy_ha": [-0.2712, -0.2753],
  "fmax_ev_per_a": 4.28,
  "e_lumo_ev": [0.28, 0.28]
}

No. 3
{
  "formula": "C19H32N2O5",
  "method": "ωB97M-V with the def2-TZVPD basis set",
  "symbols": ["C", "C", "O", "C", "C", "C", "C", "C", "O", "N", "C", "C", "C", "C", "O", "N", "C", "C", "C", "O", "C", "C", "C", "C", "C", "O", "H", "H", "H", "H", "H", "H", "H", "H", "H", "H", "H", "H", "H", "H", "H", "H", "H", "H", "H", "H", "H", "H", "H", "H", "H", "H", "H", "H", "H", "H", "H", "H"],
  "positions_angstrom": [[2.181, 0.476, -0.647], [3.489, -0.292, -0.617], [4.064, -0.391, 0.676], [3.350, -1.169, 1.594], [4.195, -1.812, 2.698], [3.038, -1.523, 3.677], [2.519, -0.449, 2.696], [1.029, -0.372, 2.492], [0.354, -1.384, 2.356], [0.506, 0.874, 2.428], [-0.897, 1.171, 2.226], [-1.591, 0.358, 1.134], [-2.694, 1.304, 0.562], [-2.520, 1.420, -0.949], [-2.184, 2.448, -1.507], [-2.763, 0.253, -1.614], [-2.367, 0.083, -2.986], [-0.879, -0.024, -3.245], [-0.248, -1.317, -2.756], [-0.619, -1.559, -1.414], [0.045, -2.676, -0.859], [-3.309, -0.727, -3.832], [-3.231, 0.767, -3.997], [-2.510, 2.650, 1.271], [-1.066, 2.610, 1.744], [-0.683, 3.583, 2.698], [1.874, 0.650, -1.680], [1.377, -0.072, -0.152], [2.296, 1.445, -0.159], [3.348, -1.300, -1.031], [4.241, 0.212, -1.225], [2.720, -1.910, 1.088], [4.521, -2.840, 2.557], [5.059, -1.179, 2.903], [2.329, -2.348, 3.727], [3.291, -1.194, 4.682], [2.970, 0.526, 2.894], [1.102, 1.658, 2.642], [-1.443, 1.060, 3.174], [-0.868, 0.098, 0.359], [-1.988, -0.579, 1.514], [-3.686, 0.891, 0.748], [-2.733, -0.587, -1.056], [-0.693, 0.057, -4.319], [-0.392, 0.833, -2.772], [-0.578, -2.161, -3.379], [0.846, -1.258, -2.837], [-0.205, -2.717, 0.199], [-0.260, -3.604, -1.357], [1.133, -2.570, -0.959], [-2.873, -1.351, -4.601], [-4.186, -1.137, -3.351], [-4.046, 1.362, -3.614], [-2.748, 1.165, -4.879], [-2.710, 3.493, 0.614], [-3.172, 2.713, 2.141], [-0.404, 2.765, 0.887], [-1.328, 3.578, 3.414]],
  "homo_lumo_gap_ev": 10.14,
  "homo_energy_ha": -0.3446,
  "fmax_ev_per_a": 0.24,
  "e_lumo_ev": 0.76
}

No. 4
{
  "formula": "C6H12O",
  "method": "ωB97M-V with the def2-TZVPD basis set",
  "symbols": ["C", "C", "C", "C", "C", "C", "H", "H", "H", "H", "H", "H", "H", "H", "H", "H", "H", "H", "O"],
  "positions_angstrom": [[-2.089, 0.127, 1.220], [-1.360, 0.078, -0.055], [-2.179, -0.081, -1.194], [0.787, 0.013, -1.313], [-0.003, 0.111, -0.024], [0.836, 0.211, 1.244], [-3.065, 0.562, 0.916], [-2.283, -0.864, 1.618], [-1.632, 0.799, 1.956], [-3.222, -0.123, -1.113], [-1.800, -0.272, -2.180], [1.550, 0.743, -1.334], [1.375, -0.929, -1.356], [0.534, -0.550, 1.962], [0.795, 1.190, 1.704], [1.878, 0.010, 0.938], [0.111, 0.075, -2.171], [4.101, -0.572, 0.056], [3.214, -0.353, -0.034]],
  "homo_lumo_gap_ev": 4.17,
  "homo_energy_ha": -0.2528,
  "fmax_ev_per_a": 5.33,
  "e_lumo_ev": -2.71
}